Here is a structure of composition C9H2F6N3O11PtS2 from OMol25. Energies are from ωB97M-V/def2-TZVPD.

Positions of all 34 atoms, in Å:
1 Pt 0.406 -2.145 -0.298
2 F 3.073 0.161 -0.884
3 C 3.971 -0.617 -0.317
4 F 4.664 0.076 0.584
5 F 4.815 -1.077 -1.244
6 S 3.189 -2.086 0.496
7 O 2.624 -2.865 -0.600
8 O 4.182 -2.669 1.329
9 N 1.940 -1.374 1.218
10 S 1.415 -2.038 2.626
11 O 0.813 -3.315 2.398
12 O 2.339 -1.851 3.695
13 C 0.012 -0.837 2.946
14 F 0.269 0.367 2.449
15 F -1.130 -1.288 2.435
16 F -0.133 -0.733 4.266
17 O -3.441 -1.965 -1.574
18 C -2.384 -1.604 -1.111
19 O -1.512 -2.484 -0.629
20 C -2.010 -0.139 -1.123
21 C -3.048 0.743 -0.908
22 C -2.816 2.113 -0.904
23 C -1.559 2.629 -1.164
24 C -0.539 1.749 -1.437
25 C -0.685 0.334 -1.397
26 O 0.322 -0.436 -1.606
27 N 0.760 2.335 -1.773
28 O 1.108 3.319 -1.140
29 O 1.391 1.836 -2.681
30 N -3.915 3.030 -0.638
31 O -3.685 4.227 -0.689
32 O -5.017 2.556 -0.421
33 H -4.042 0.355 -0.744
34 H -1.377 3.693 -1.160

Results
HOMO-LUMO gap (spin up / spin down) in eV: 8.246 / 7.214
Spin multiplicity: 3
Total charge: -1
Relative energy (zero: lowest compared OMol25 entry of this formula, charge and spin) in kJ/mol: 4.28
E_LUMO (spin up / spin down) in hartree: 0.073 / 0.030
<S²>: 2.006

Atomic partial charges in e from the Löwdin method, atoms 1 to 6: Pt 1.253; F 0.159; C -0.681; F 0.153; F 0.145; S 0.608